[1]
Computed, not measured: the molecule C5H6N2, with ωB97M-V with the def2-TZVPD basis set.

Results
**Energy**: -303.5650 Eh
**E_HOMO**: -0.3556 Ha
**E_LUMO**: -0.708 eV
**SMILES string**: [H]/N=C1\N=CC=C1C
**Charge**: 0
**Kohn-Sham gap**: 8.969 eV

Each line ends with the natural charge from an NBO analysis.
Positions of all 13 atoms, in Å:
H  -1.074  2.745  -0.163  0.355
N  -0.287  2.189  -0.003  -0.541
C  -0.562  0.936  0.108  0.340
N  -1.910  0.445  0.122  -0.468
C  -1.855  -0.807  -0.049  0.090
C  -0.497  -1.333  0.043  -0.284
C  0.316  -0.252  0.090  0.004
C  1.932  -0.153  0.027  -0.646
H  -2.908  -1.224  -0.191  0.218
H  -0.121  -2.370  0.187  0.235
H  2.461  -1.132  -0.342  0.226
H  2.400  0.345  0.883  0.236
H  2.106  0.612  -0.712  0.235

[2]
Computed, not measured: the molecule C5H6N2, with ωB97M-V with the def2-TZVPD basis set.

Results
**Energy**: -303.5106 Eh
**E_HOMO**: -0.3302 Ha
**E_LUMO**: 0.912 eV
**SMILES string**: N=C=CC[C@H]1C=N1
**Charge**: 0
**Kohn-Sham gap**: 9.896 eV

Each line ends with the natural charge from an NBO analysis.
Positions of all 13 atoms, in Å:
N  -0.052  0.708  2.646  -0.636
C  -0.147  -0.155  1.775  0.422
C  -0.366  -1.019  0.814  -0.426
C  -0.995  -0.535  -0.473  -0.431
C  0.006  0.133  -1.413  -0.131
C  1.180  0.831  -0.939  0.047
N  1.459  -0.304  -1.399  -0.301
H  0.792  1.278  2.563  0.369
H  0.047  -2.021  0.883  0.252
H  -1.784  0.193  -0.243  0.221
H  -1.481  -1.371  -0.990  0.221
H  -0.391  0.384  -2.399  0.185
H  1.685  1.669  -0.470  0.207

[3]
Computed, not measured: the molecule C5H6N2, with ωB97M-V with the def2-TZVPD basis set.

Results
**Energy**: -303.4005 Eh
**E_HOMO (spin up / spin down)**: -0.2874 / -0.2874 Ha
**E_LUMO (spin up / spin down)**: 0.634 / 0.634 eV
**Charge**: 0
**Kohn-Sham gap (spin up / spin down)**: 8.454 / 8.454 eV

Each line ends with the natural charge from an NBO analysis.
Positions of all 13 atoms, in Å:
N  -0.753  1.834  0.097  -0.577
C  -1.528  0.939  -0.167  0.263
C  -1.068  -0.479  0.003  -0.157
C  -0.002  -0.720  -1.094  -0.420
C  1.038  -0.555  0.011  -0.102
C  0.818  0.564  0.920  -0.187
N  -0.025  -0.544  1.117  -0.376
H  -1.856  -1.219  0.127  0.229
H  0.009  -0.016  -1.932  0.216
H  -0.022  -1.745  -1.469  0.222
H  1.903  -1.214  0.082  0.201
H  -0.029  2.348  0.585  0.474
H  1.518  0.805  1.717  0.214

Repeat the second record exactly.
Computed, not measured: the molecule C5H6N2, with ωB97M-V with the def2-TZVPD basis set.

Results
**Energy**: -303.5106 Eh
**E_HOMO**: -0.3302 Ha
**E_LUMO**: 0.912 eV
**SMILES string**: N=C=CC[C@H]1C=N1
**Charge**: 0
**Kohn-Sham gap**: 9.896 eV

Each line ends with the natural charge from an NBO analysis.
Positions of all 13 atoms, in Å:
N  -0.052  0.708  2.646  -0.636
C  -0.147  -0.155  1.775  0.422
C  -0.366  -1.019  0.814  -0.426
C  -0.995  -0.535  -0.473  -0.431
C  0.006  0.133  -1.413  -0.131
C  1.180  0.831  -0.939  0.047
N  1.459  -0.304  -1.399  -0.301
H  0.792  1.278  2.563  0.369
H  0.047  -2.021  0.883  0.252
H  -1.784  0.193  -0.243  0.221
H  -1.481  -1.371  -0.990  0.221
H  -0.391  0.384  -2.399  0.185
H  1.685  1.669  -0.470  0.207

Copy entry 2 word for word.
Computed, not measured: the molecule C5H6N2, with ωB97M-V with the def2-TZVPD basis set.

Results
**Energy**: -303.5106 Eh
**E_HOMO**: -0.3302 Ha
**E_LUMO**: 0.912 eV
**SMILES string**: N=C=CC[C@H]1C=N1
**Charge**: 0
**Kohn-Sham gap**: 9.896 eV

Each line ends with the natural charge from an NBO analysis.
Positions of all 13 atoms, in Å:
N  -0.052  0.708  2.646  -0.636
C  -0.147  -0.155  1.775  0.422
C  -0.366  -1.019  0.814  -0.426
C  -0.995  -0.535  -0.473  -0.431
C  0.006  0.133  -1.413  -0.131
C  1.180  0.831  -0.939  0.047
N  1.459  -0.304  -1.399  -0.301
H  0.792  1.278  2.563  0.369
H  0.047  -2.021  0.883  0.252
H  -1.784  0.193  -0.243  0.221
H  -1.481  -1.371  -0.990  0.221
H  -0.391  0.384  -2.399  0.185
H  1.685  1.669  -0.470  0.207

What is the energy in the first record?
-303.5650 Eh

Which value of energy does entry 3 give?
-303.4005 Eh